[1]
{
  "formula": "C21H44F4N3O6",
  "method": "the ωB97M-V functional and the def2-TZVPD basis",
  "elements": ["C", "C", "F", "C", "C", "C", "N", "C", "N", "C", "C", "C", "F", "F", "F", "N", "H", "H", "H", "H", "H", "H", "H", "H", "H", "H", "H", "H", "H", "H", "H", "H", "C", "O", "C", "C", "O", "C", "C", "O", "C", "H", "H", "H", "H", "H", "H", "H", "H", "H", "H", "H", "H", "H", "H", "C", "O", "C", "C", "O", "C", "C", "O", "C", "H", "H", "H", "H", "H", "H", "H", "H", "H", "H", "H", "H", "H", "H"],
  "positions_angstrom": [[-1.1765, -0.6983, -1.1408], [-1.2195, 0.8222, -1.3988], [0.0025, 1.2395, -1.8443], [-1.6211, 1.5224, -0.1093], [-1.4962, 3.0938, -0.1245], [-1.3278, 3.8229, -1.4759], [-2.6673, 4.5094, -1.6906], [-3.4879, 3.6442, -0.9138], [-4.5505, 3.0518, -1.3081], [-5.0679, 3.2832, -2.6724], [-6.5911, 3.1743, -2.6969], [-7.2566, 4.1723, -1.7861], [-6.8856, 5.3889, -2.1399], [-8.5586, 4.1290, -1.9388], [-7.0062, 3.9638, -0.5053], [-2.8715, 3.5599, 0.2853], [-0.2858, -1.1581, -1.5550], [-2.0621, -1.1932, -1.5278], [-1.1958, -0.8572, -0.0656], [-1.9913, 0.9494, -2.1614], [-2.6130, 1.1615, 0.1556], [-0.9562, 1.1407, 0.6636], [-0.6892, 3.3047, 0.5673], [-1.1849, 3.2106, -2.3559], [-0.5913, 4.6129, -1.4373], [-2.6091, 5.2797, -1.0254], [-5.0082, 2.4342, -0.6470], [-4.7710, 4.2698, -3.0042], [-4.6417, 2.5664, -3.3660], [-6.9534, 3.3989, -3.6927], [-6.8742, 2.1510, -2.4555], [-3.3270, 3.0114, 1.0065], [3.3305, -4.4076, -5.0972], [3.4346, -4.5402, -3.6946], [3.0557, -3.3819, -2.9750], [2.2529, -3.7255, -1.7352], [0.9395, -4.2178, -1.9715], [0.8016, -5.5039, -2.5684], [1.2353, -6.6722, -1.7064], [2.6433, -6.7206, -1.5540], [3.0662, -7.0443, -0.2460], [4.1777, -3.8411, -5.4966], [3.3395, -5.4091, -5.5255], [2.3904, -3.9239, -5.3841], [2.4721, -2.7007, -3.6053], [3.9732, -2.8654, -2.6646], [2.1086, -2.7937, -1.1790], [2.8084, -4.3907, -1.0736], [1.2765, -5.5336, -3.5489], [-0.2717, -5.6151, -2.7459], [0.9215, -7.6003, -2.2014], [0.7311, -6.6150, -0.7358], [2.5070, -6.4835, 0.5108], [4.1161, -6.7658, -0.1595], [2.9676, -8.1184, -0.0600], [3.8005, -0.9830, 3.9273], [3.5353, 0.3802, 3.6608], [2.7096, 0.5978, 2.5349], [1.6980, 1.6990, 2.7881], [0.6612, 1.3761, 3.7048], [0.9961, 1.2097, 5.0807], [1.4183, 2.4722, 5.8030], [2.6957, 2.9171, 5.3798], [2.7897, 4.3167, 5.2170], [4.5674, -1.3677, 3.2480], [4.1647, -1.0547, 4.9511], [2.8923, -1.5898, 3.8463], [2.1814, -0.3196, 2.2496], [3.3551, 0.9009, 1.7001], [1.1781, 1.8884, 1.8414], [2.1833, 2.6369, 3.0617], [1.7263, 0.4117, 5.2118], [0.0737, 0.8613, 5.5527], [1.4803, 2.2503, 6.8759], [0.6580, 3.2474, 5.6577], [1.9239, 4.7211, 4.6807], [3.6778, 4.5212, 4.6195], [2.8917, 4.8152, 6.1858]],
  "atomic_forces_ev_per_a": [[-0.2, 0.4, 0.4], [-1.1, -1.8, 0.5], [0.5, 0.6, -0.2], [1.4, 0.6, -0.7], [-0.4, -1.7, 0.4], [-0.9, 0.5, -0.4], [-0.2, -0.6, -0.2], [1.5, 1.6, 1.0], [-0.1, 0.2, -0.6], [-1.0, 0.1, -0.2], [0.7, -0.5, 0.1], [-0.3, -0.7, -1.3], [0.8, 1.2, 0.3], [-1.4, -0.3, 0.0], [0.6, 0.0, 1.2], [-0.4, -0.7, 0.5], [0.0, 0.0, -0.1], [0.0, -0.1, -0.2], [0.3, -0.3, 0.1], [0.3, 0.6, -0.4], [-0.2, 0.2, 0.0], [0.0, 0.0, 0.2], [-0.3, 0.7, 0.3], [0.4, -0.3, 0.2], [0.3, -0.1, 0.0], [-0.1, 0.5, -0.6], [-0.2, 0.0, -0.3], [0.3, 0.1, 0.2], [0.1, -0.2, 0.1], [0.0, -0.1, -0.2], [-0.3, 0.0, 0.1], [0.2, -0.1, 0.1], [0.1, -0.1, 0.1], [-0.4, 0.0, -0.1], [0.2, -0.2, 0.0], [0.0, 0.1, 0.2], [0.0, 0.0, 0.0], [-0.2, 0.0, -0.1], [0.2, -0.2, -0.2], [-0.1, 0.3, 0.3], [0.1, -0.1, -0.2], [-0.1, 0.1, -0.1], [0.1, 0.0, 0.0], [0.0, 0.1, 0.0], [0.0, 0.0, 0.0], [-0.1, 0.2, 0.1], [-0.1, 0.0, -0.1], [0.1, -0.1, -0.2], [0.2, -0.1, 0.1], [0.0, 0.0, 0.1], [-0.2, 0.0, 0.0], [0.1, 0.0, 0.0], [-0.1, 0.0, 0.0], [0.0, -0.1, -0.1], [0.0, 0.0, 0.1], [0.1, 0.1, 0.0], [-0.3, -0.1, 0.2], [0.3, 0.1, 0.0], [-0.1, 0.1, 0.0], [-0.1, 0.0, -0.1], [-0.1, -0.1, 0.1], [0.3, -0.1, 0.1], [-0.2, 0.1, -0.4], [0.2, -0.1, 0.1], [-0.1, -0.1, 0.0], [0.1, 0.1, 0.0], [0.0, 0.0, -0.1], [0.0, 0.0, 0.0], [-0.2, 0.0, -0.2], [0.0, -0.1, 0.0], [0.2, -0.1, 0.1], [0.2, 0.1, 0.0], [0.0, 0.1, -0.1], [-0.2, 0.0, 0.0], [0.0, 0.0, -0.1], [-0.1, 0.0, 0.1], [0.0, 0.0, 0.1], [-0.1, 0.1, 0.0]],
  "lowdin_charge": [-0.0069, -0.4077, 0.0141, -0.0886, -0.1862, -0.0638, 0.0864, -0.3538, 0.1825, -0.1001, -0.0423, -0.7102, 0.1729, 0.1824, 0.1628, 0.1310, 0.0831, 0.0836, 0.0767, 0.1333, 0.1213, 0.1119, 0.1404, 0.1140, 0.1319, 0.1394, 0.1826, 0.1277, 0.1358, 0.1451, 0.1399, 0.1525, -0.1081, -0.1965, -0.2006, -0.1838, -0.1339, -0.1787, -0.1979, -0.1972, -0.1110, 0.0893, 0.0906, 0.0854, 0.1211, 0.1286, 0.1183, 0.1149, 0.1150, 0.1267, 0.1296, 0.1235, 0.0853, 0.0896, 0.0899, -0.1028, -0.1941, -0.2005, -0.1853, -0.1349, -0.1750, -0.1972, -0.1957, -0.1109, 0.0901, 0.0916, 0.0867, 0.1220, 0.1299, 0.1052, 0.1163, 0.1165, 0.1282, 0.1311, 0.1225, 0.0833, 0.0900, 0.0910],
  "e_lumo_ev": -3.4,
  "charge": 1,
  "total_energy_ha": -1841.345946
}

[2]
{
  "formula": "C21H44N3O9PS",
  "method": "the ωB97M-V functional and the def2-TZVPD basis",
  "elements": ["C", "C", "O", "O", "C", "C", "C", "C", "C", "C", "C", "N", "S", "N", "C", "C", "P", "N", "O", "O", "H", "H", "H", "H", "H", "H", "H", "H", "H", "H", "H", "H", "H", "H", "C", "C", "O", "H", "H", "H", "H", "H", "H", "C", "C", "O", "H", "H", "H", "H", "H", "H", "C", "C", "O", "H", "H", "H", "H", "H", "H", "C", "C", "O", "H", "H", "H", "H", "H", "H", "C", "C", "O", "H", "H", "H", "H", "H", "H"],
  "positions_angstrom": [[3.2982, -4.1748, -2.6504], [3.4635, -3.7263, -1.1626], [4.1765, -2.7710, -0.9511], [2.8973, -4.3680, -0.0646], [1.4821, -4.6122, -0.2121], [0.5826, -3.9450, 0.9149], [-0.6994, -3.3729, 0.2315], [-1.9441, -4.2170, 0.1654], [-3.1663, -3.8043, -0.4737], [-4.4411, -4.6891, -0.5572], [-3.2022, -2.4529, -1.1205], [-4.2230, -1.8399, -1.8219], [-3.5862, -0.3677, -2.2833], [-2.0328, -0.3468, -1.6758], [-1.9613, -1.5898, -1.0475], [-0.6872, -2.0506, -0.3611], [0.7347, -0.8625, -0.3646], [0.2356, 0.4422, 0.3826], [1.1323, -0.3604, -1.9096], [2.0796, -1.4087, 0.4350], [3.8066, -3.4144, -3.3059], [3.6252, -5.2229, -2.8627], [2.2011, -4.0953, -2.9171], [1.3438, -5.7337, -0.1363], [1.0532, -4.3212, -1.2059], [1.1209, -3.2285, 1.5809], [0.2319, -4.7893, 1.5812], [-1.9114, -5.2346, 0.6292], [-5.3188, -4.0709, -0.2040], [-4.3454, -5.5769, 0.1160], [-4.6940, -4.9877, -1.6148], [-0.7295, 0.2979, 0.7057], [1.2507, -1.1609, -2.4701], [2.8794, -0.9885, 0.0548], [-1.0252, -2.9832, -5.4068], [-0.0040, -3.5266, -4.4273], [0.0536, -2.7027, -3.2633], [-0.7711, -1.9615, -5.6964], [-1.0735, -3.6025, -6.3045], [-2.0185, -2.9486, -4.9502], [0.9893, -3.5396, -4.8784], [-0.2590, -4.5476, -4.1242], [-0.8264, -2.7029, -2.8643], [2.5378, 2.3660, 2.9247], [2.5819, 3.7802, 2.3842], [2.8487, 3.7607, 0.9856], [3.4863, 1.8555, 2.7403], [2.3390, 2.3634, 3.9993], [1.7596, 1.7847, 2.4219], [3.3736, 4.3513, 2.8717], [1.6299, 4.2944, 2.5547], [2.1391, 3.2605, 0.5616], [-4.5522, 0.9541, -5.9457], [-6.0470, 1.1669, -5.8006], [-6.6329, 0.0993, -5.0622], [-4.3476, 0.0081, -6.4519], [-4.0958, 1.7654, -6.5166], [-4.0718, 0.9015, -4.9650], [-6.5254, 1.1971, -6.7801], [-6.2578, 2.1090, -5.2841], [-6.2152, 0.0814, -4.1933], [-1.1559, 6.0842, 4.7837], [-0.9978, 4.5994, 4.5178], [-0.0958, 4.0255, 5.4585], [-0.1898, 6.5892, 4.7180], [-1.8412, 6.5396, 4.0657], [-1.5392, 6.2576, 5.7932], [-0.5947, 4.4310, 3.5185], [-1.9608, 4.0837, 4.5932], [-0.4629, 4.1702, 6.3383], [4.1945, 5.0307, 5.7587], [5.3480, 6.0150, 5.7772], [6.4788, 5.4449, 6.4289], [3.9200, 4.7433, 6.7758], [3.3206, 5.4625, 5.2660], [4.4763, 4.1140, 5.2332], [5.0703, 6.9191, 6.3206], [5.6344, 6.2982, 4.7590], [6.7272, 4.6517, 5.9399]],
  "atomic_forces_ev_per_a": [[-1.4, 0.2, 0.1], [1.3, 1.0, -0.1], [-0.5, -0.9, 0.0], [-0.7, 0.6, -1.8], [-0.9, -1.3, 0.3], [-0.8, -1.1, -0.1], [-0.7, 1.9, -0.7], [-0.9, 1.5, -1.0], [1.3, 0.1, 0.0], [0.0, 0.7, 0.3], [1.4, 0.7, 0.1], [2.9, 0.4, 0.9], [0.4, -0.9, 0.7], [-2.5, -3.3, 0.5], [0.9, 0.2, 0.2], [-1.1, -2.7, -0.2], [-0.7, 3.7, 1.3], [-0.2, -1.4, -0.3], [0.1, -2.4, 1.7], [-1.1, 0.1, -2.1], [-0.2, -1.0, 0.9], [-0.2, 0.9, 0.3], [1.1, -0.3, 0.3], [0.1, 1.2, -0.1], [0.8, 0.0, 0.8], [-0.4, -0.4, -1.0], [0.4, 1.0, -0.6], [0.0, 1.1, -0.4], [0.9, -0.7, -0.3], [-0.1, 0.7, -0.7], [0.5, 0.2, 1.1], [0.6, 0.4, -0.2], [-0.1, 0.5, -0.1], [-0.3, -0.5, 0.2], [0.0, 0.1, -0.1], [-0.4, 0.1, -0.1], [0.3, -0.1, 0.0], [0.1, -0.1, 0.0], [0.0, 0.0, 0.0], [0.0, -0.1, 0.0], [0.0, 0.1, 0.1], [0.1, -0.1, -0.1], [0.1, 0.1, 0.0], [-0.1, -0.1, 0.2], [-0.2, -0.4, -0.2], [0.1, 0.2, -0.1], [0.0, 0.1, 0.0], [0.0, 0.0, 0.0], [0.0, 0.0, 0.0], [0.0, 0.1, -0.2], [0.0, 0.0, 0.2], [0.1, 0.0, 0.1], [0.1, 0.0, -0.1], [0.2, -0.1, 0.4], [-0.2, -0.1, -0.1], [-0.1, 0.1, 0.0], [0.0, 0.0, 0.1], [0.0, 0.1, -0.1], [-0.1, -0.1, 0.1], [0.0, 0.1, -0.2], [-0.1, 0.0, -0.1], [0.0, 0.1, -0.1], [-0.1, 0.2, 0.4], [0.1, -0.1, -0.1], [0.0, -0.1, -0.1], [0.0, 0.0, 0.1], [-0.1, 0.0, -0.1], [0.1, -0.1, 0.1], [-0.1, 0.1, -0.2], [0.1, 0.0, -0.1], [-0.1, 0.0, 0.0], [0.0, -0.4, -0.1], [0.1, 0.1, 0.1], [0.0, 0.1, 0.0], [0.0, -0.1, 0.0], [0.0, 0.1, -0.1], [0.2, -0.1, 0.1], [-0.2, 0.1, 0.0], [0.0, 0.1, 0.1]],
  "lowdin_charge": [0.0193, -0.4706, 0.0890, -0.0174, -0.1595, -0.1096, -0.1669, 0.0278, -0.1782, -0.0602, -0.2882, -0.2182, 0.9819, -0.2050, -0.3322, -0.1541, 0.6101, -0.1762, -0.1726, -0.1724, 0.1034, 0.0974, 0.0501, 0.1361, 0.1061, 0.1192, 0.1154, 0.1181, 0.0905, 0.0792, 0.0923, -0.0236, 0.0449, 0.0847, -0.0763, -0.3030, -0.1165, 0.0829, 0.0793, 0.0748, 0.1116, 0.1159, 0.0601, -0.0912, -0.3218, -0.0895, 0.0741, 0.0672, 0.0508, 0.0935, 0.0955, 0.0762, -0.0968, -0.3188, -0.0889, 0.0771, 0.0759, 0.0276, 0.1122, 0.1090, 0.0591, -0.0940, -0.3233, -0.0926, 0.0742, 0.0734, 0.0712, 0.0996, 0.1077, 0.0787, -0.0980, -0.3228, -0.0884, 0.0777, 0.0699, 0.0680, 0.1108, 0.1077, 0.0795],
  "e_lumo_ev": -1.5,
  "charge": 0,
  "total_energy_ha": -2407.454889,
  "relative_energy_kj_mol": 244.7
}

[3]
{
  "formula": "C21H45BBrClN2O13Sb",
  "method": "the ωB97M-V functional and the def2-TZVPD basis",
  "elements": ["C", "C", "O", "O", "C", "O", "C", "Sb", "Cl", "C", "C", "O", "C", "O", "C", "C", "O", "Br", "O", "B", "O", "O", "H", "H", "H", "H", "H", "H", "H", "H", "H", "H", "H", "H", "H", "H", "H", "C", "O", "C", "C", "N", "C", "C", "O", "C", "H", "H", "H", "H", "H", "H", "H", "H", "H", "H", "H", "H", "H", "H", "H", "C", "O", "C", "C", "N", "C", "C", "O", "C", "H", "H", "H", "H", "H", "H", "H", "H", "H", "H", "H", "H", "H", "H", "H"],
  "positions_angstrom": [[1.4467, -4.8017, -3.7202], [0.0618, -5.4029, -3.6385], [-0.2211, -6.0765, -2.7233], [-0.8959, -5.1241, -4.6037], [-2.0086, -4.4863, -3.8862], [-2.9445, -5.1288, -3.6861], [-1.6820, -3.1047, -3.3776], [-3.1621, -1.4789, -3.5671], [-4.7489, -2.8273, -4.8892], [-1.9063, -0.0840, -2.3740], [-0.4156, -0.3107, -2.6143], [0.3884, 0.8156, -2.1681], [1.7021, 0.5271, -2.3006], [2.1918, 0.3788, -3.3560], [-4.7404, 0.1131, -3.6255], [-5.5747, 0.1687, -2.3744], [-6.7185, 0.0326, -2.3949], [-4.7898, 0.5273, -0.5904], [-2.3063, -0.6632, -5.2301], [-1.6465, -1.4758, -6.0839], [-2.1018, -2.6464, -6.6664], [-0.3292, -1.0619, -6.4877], [2.2244, -5.5675, -3.6388], [1.6066, -4.1367, -2.8615], [1.6194, -4.2002, -4.6194], [-1.5889, -3.2443, -2.2864], [-0.6564, -2.8355, -3.6731], [-3.9394, -2.0931, -2.1412], [-2.1352, 0.9121, -2.7751], [-2.1071, -0.1559, -1.3029], [-0.1348, -1.2331, -2.0717], [-0.2029, -0.5186, -3.6718], [2.3690, 0.4189, -1.4230], [-5.4469, -0.0757, -4.4371], [-4.2524, 1.0768, -3.8202], [-1.9903, -2.6473, -7.6222], [0.2897, -1.5695, -5.9469], [-3.1193, -1.3539, 3.9673], [-3.3604, -0.0806, 3.3987], [-4.7049, 0.0969, 2.9526], [-5.4105, 1.1375, 3.8009], [-5.6568, 0.6382, 5.1524], [-6.1102, 1.6623, 6.0898], [-5.1408, 2.7961, 6.4244], [-3.9917, 2.3810, 7.1447], [-2.9133, 1.9268, 6.3423], [-2.0489, -1.4372, 4.1543], [-3.6474, -1.4713, 4.9200], [-3.4154, -2.1525, 3.2813], [-5.2571, -0.8464, 2.9362], [-4.6523, 0.4648, 1.9245], [-6.3661, 1.3934, 3.3347], [-4.7816, 2.0368, 3.8144], [-4.8006, 0.2361, 5.5122], [-6.3524, 1.1473, 7.0236], [-7.0450, 2.0926, 5.7156], [-5.6702, 3.4856, 7.0892], [-4.8573, 3.3828, 5.5436], [-2.8743, 2.4344, 5.3760], [-2.9644, 0.8453, 6.1976], [-1.9884, 2.1397, 6.8809], [4.0096, 1.8169, 1.3609], [4.6679, 1.3560, 0.1931], [5.0335, 2.4127, -0.6959], [6.5429, 2.5479, -0.7625], [7.0795, 3.0757, 0.4894], [8.5357, 3.0058, 0.5872], [9.1789, 1.6191, 0.6155], [8.8788, 0.8664, 1.7786], [7.6757, 0.1171, 1.7149], [3.6565, 0.9444, 1.9095], [4.6926, 2.3783, 2.0068], [3.1474, 2.4397, 1.1061], [4.5591, 3.3594, -0.4242], [4.6654, 2.1326, -1.6875], [6.8081, 3.2258, -1.5790], [6.9556, 1.5568, -0.9890], [6.6848, 2.5516, 1.2599], [8.8121, 3.5178, 1.5128], [8.9714, 3.5833, -0.2347], [10.2625, 1.7686, 0.6345], [8.9695, 1.0378, -0.2895], [7.4505, -0.2183, 0.7001], [6.8376, 0.6914, 2.1167], [7.8004, -0.7624, 2.3484]],
  "atomic_forces_ev_per_a": [[0.4, 0.6, -0.8], [0.4, 0.9, -1.6], [-0.5, -1.6, 2.3], [1.0, 1.1, 0.5], [2.0, 1.0, -0.4], [-2.4, -1.2, 0.4], [0.9, -0.8, -0.1], [-1.0, 0.7, 1.6], [0.1, 0.1, -0.1], [1.2, 0.1, -0.7], [-1.0, -1.0, -0.4], [0.1, -0.5, 1.1], [-0.4, 0.4, 1.0], [1.3, -0.5, -2.3], [0.5, 0.4, 0.3], [2.3, 0.3, -1.7], [-3.4, -0.6, 0.5], [0.4, 0.1, -0.1], [-0.1, -1.1, 0.1], [1.0, 0.9, -0.8], [-0.7, 0.2, 0.2], [-0.4, -0.3, 0.4], [-0.3, 0.0, -0.1], [-0.3, -0.2, -0.1], [-0.1, -0.2, 0.1], [-0.5, 0.2, -0.2], [-0.4, 0.1, -0.3], [0.1, -0.1, -0.1], [-0.2, -0.2, 0.3], [-0.2, 0.1, -0.3], [0.3, 0.5, 0.1], [0.0, 0.5, 0.1], [-0.8, 0.4, 0.5], [0.1, -0.1, 0.2], [0.1, -0.2, 0.3], [0.4, -0.2, 0.2], [0.2, 0.2, -0.3], [0.1, 0.2, -0.1], [-0.1, -0.3, 0.2], [0.1, 0.5, -0.2], [0.1, -0.3, 0.2], [0.0, 0.2, -0.1], [0.1, -0.3, 0.1], [-0.3, 0.1, 0.2], [0.0, 0.1, -0.3], [0.1, 0.0, 0.3], [0.0, 0.1, 0.0], [-0.1, -0.2, 0.0], [0.0, 0.0, 0.1], [0.0, 0.0, 0.1], [0.0, -0.1, 0.2], [0.0, 0.0, 0.0], [0.0, 0.1, -0.2], [0.0, 0.0, 0.0], [0.0, 0.1, 0.0], [0.0, 0.0, -0.1], [0.0, 0.0, 0.0], [0.1, -0.1, -0.1], [-0.1, -0.1, 0.0], [0.0, 0.0, -0.2], [0.0, 0.0, 0.0], [0.0, -0.2, -0.1], [-0.1, 0.4, 0.2], [0.1, -0.4, -0.4], [-0.1, 0.0, 0.4], [0.1, -0.1, -0.2], [-0.2, 0.0, 0.2], [0.3, 0.2, 0.0], [-0.1, -0.1, -0.2], [0.2, 0.0, 0.3], [0.0, 0.0, -0.1], [-0.1, 0.1, 0.0], [0.0, 0.0, 0.1], [0.1, 0.0, 0.2], [0.0, 0.0, 0.0], [0.0, 0.0, 0.0], [-0.1, 0.0, -0.2], [0.0, 0.0, 0.0], [0.1, 0.0, 0.0], [0.0, -0.1, 0.0], [0.0, 0.0, 0.0], [-0.2, 0.0, 0.0], [0.0, 0.1, 0.0], [-0.1, -0.1, -0.2], [0.1, 0.0, 0.0]],
  "lowdin_charge": [0.0110, -0.5491, 0.1490, 0.0415, -0.5276, 0.1601, -0.2208, 1.1543, 0.0461, -0.2900, -0.2757, -0.0414, -0.3766, 0.1059, -0.3184, -0.8889, 0.0363, 0.7206, -0.1246, -0.9714, 0.1163, 0.0880, 0.0849, 0.0895, 0.0799, 0.0921, 0.0589, -0.0282, 0.0624, 0.0204, 0.1104, 0.0957, 0.1393, 0.0473, 0.0643, 0.1044, 0.0759, -0.1183, -0.1960, -0.2308, -0.2056, -0.0526, -0.2047, -0.2302, -0.1827, -0.0992, 0.0861, 0.0766, 0.0902, 0.1276, 0.0009, 0.1254, 0.1056, 0.0665, 0.1154, 0.1162, 0.1172, 0.1096, 0.0898, 0.0710, 0.0853, -0.1150, -0.2073, -0.2111, -0.2111, -0.0531, -0.2029, -0.2297, -0.1808, -0.0977, 0.0889, 0.0776, 0.0895, 0.1239, 0.1196, 0.1234, 0.1057, 0.0669, 0.1164, 0.1161, 0.1183, 0.1099, 0.0897, 0.0710, 0.0870],
  "e_lumo_ev": 2.1,
  "charge": -1,
  "total_energy_ha": -5214.147476
}